Density functional theory data (the ωB97M-V functional and the def2-TZVPD basis) for a single C16H22N2O2 molecule in a non-equilibrium geometry.

The energy above the lowest of the compared OMol25 structures with the same formula, charge and spin comes out at 1313.8 kJ/mol. Its frontier orbital gap is 7.95 eV.

The geometry in ORCA input format:
```
! RIJCOSX wB97M-V def2-TZVPD def2/J DEFGRID3
* xyz 0 1
C 1.58035 -5.18294 0.21837
C 1.70305 -3.95501 -0.84987
O 2.28710 -4.06780 -1.94520
N 1.08117 -2.89188 -0.60910
C 0.42179 -2.62515 0.50838
C -1.23191 -2.55250 0.24833
C -1.37803 -1.41563 -1.08978
C -1.63043 -0.01170 -0.93331
O -2.25567 0.68972 -1.56425
N -0.38331 0.53780 0.15425
C -0.48010 1.79702 0.58291
C 0.57422 2.09038 1.44467
C 0.90665 3.15955 2.13664
C 2.06537 3.40739 2.97939
C 0.22152 4.31192 1.78807
C -0.92945 4.02713 0.81411
C -1.76504 5.38056 0.29802
C -1.05962 2.90241 0.11180
C -0.25174 -1.72212 -2.28683
C 0.99568 -1.86030 -1.60549
H 2.11605 -6.16601 -0.24533
H 1.97081 -4.84254 1.29144
H 0.44210 -5.76047 0.35461
H 0.23906 -3.61744 1.26001
H 0.57575 -1.86907 1.05328
H -1.75782 -2.02159 0.81719
H -1.64492 -3.38711 -0.32607
H -2.56384 -1.73830 -1.38531
H -0.03334 -0.17012 0.42842
H 1.13628 1.05726 1.89304
H 1.42967 3.47723 4.06430
H 2.50291 4.24836 2.74540
H 2.49565 2.42432 3.22076
H 0.33989 5.35886 1.76016
H -1.05285 6.24011 0.52593
H -2.75223 5.39534 0.80127
H -2.07327 5.07865 -0.65456
H -1.95493 2.73959 -0.43243
H -0.54721 -0.89378 -3.02021
H -0.51347 -2.58145 -2.83802
H 1.87674 -2.17395 -2.32828
H 1.43340 -0.98751 -1.09750
*
```

Density functional theory data (the ωB97M-V functional and the def2-TZVPD basis) for a single C16H22N2O6 molecule in a non-equilibrium geometry.

The energy above the lowest of the compared OMol25 structures with the same formula, charge and spin comes out at 280.8 kJ/mol. Its frontier orbital gap is 8.78 eV.

The geometry in ORCA input format:
```
! RIJCOSX wB97M-V def2-TZVPD def2/J DEFGRID3
* xyz 0 1
C -4.41447 -1.98101 2.34675
C -4.72392 -1.63785 0.89436
C -3.52870 -1.03957 0.15131
C -2.38729 -2.03649 -0.03801
C -1.25705 -1.46941 -0.90591
C -0.58461 -0.31846 -0.18567
O 0.20848 -0.46966 0.71867
N -0.94420 0.90968 -0.63611
C -0.49160 2.12228 -0.00512
C 0.74306 2.71416 -0.73360
C 1.86057 1.71677 -0.66914
C 2.02888 0.75942 -1.66340
C 2.98916 -0.22529 -1.55712
C 3.82677 -0.30294 -0.44147
O 4.78238 -1.22602 -0.27728
C 4.96043 -2.22682 -1.25153
C 3.66455 0.67895 0.55651
N 4.47855 0.69960 1.74104
O 5.16840 -0.25911 2.00277
O 4.42522 1.70495 2.42536
C 2.69097 1.66192 0.43341
C -1.61921 3.13603 -0.01962
O -2.63096 3.00787 -0.65672
O -1.35056 4.20155 0.72903
H -4.02965 -1.10817 2.86955
H -5.31596 -2.31540 2.85512
H -3.67518 -2.77453 2.41305
H -5.06062 -2.53656 0.37211
H -5.54291 -0.91523 0.86902
H -3.16710 -0.16879 0.70269
H -3.86715 -0.69501 -0.82993
H -1.96672 -2.30949 0.93004
H -2.77486 -2.94242 -0.50982
H -1.64667 -1.14739 -1.87265
H -0.50781 -2.24661 -1.06381
H -1.70133 1.01787 -1.29569
H -0.20414 1.89188 1.02765
H 0.47467 2.92458 -1.77047
H 1.02407 3.64280 -0.23742
H 1.39209 0.77777 -2.53586
H 3.07954 -0.95197 -2.34813
H 5.24800 -1.80154 -2.21828
H 4.05870 -2.83488 -1.36915
H 5.76947 -2.85034 -0.87569
H 2.59610 2.37828 1.23585
H -2.07739 4.84461 0.69332
*
```

Density functional theory data (the ωB97M-V functional and the def2-TZVPD basis) for a single C16H22N2O7 molecule in a non-equilibrium geometry.

The energy above the lowest of the compared OMol25 structures with the same formula, charge and spin comes out at 882.0 kJ/mol. Its frontier orbital gap is 9.75 eV.

The geometry in ORCA input format:
```
! RIJCOSX wB97M-V def2-TZVPD def2/J DEFGRID3
* xyz 0 1
C -0.84568 3.38102 2.71541
C -0.55794 2.06179 2.22390
C 0.46894 2.00575 0.96126
C 1.60182 0.87941 1.04485
C 1.16663 -0.57776 0.53930
C 0.46608 -1.50544 1.65232
C 1.08967 -2.99863 1.46951
N 0.74353 -3.60171 0.14328
C -0.28941 -4.65846 0.37943
C 1.92047 -4.10482 -0.57426
C 2.31111 -5.63597 -0.80043
O 2.68850 -3.24218 -1.10649
O 1.26121 3.23301 1.22988
C 1.69681 3.86602 0.03583
O 2.70387 4.53408 -0.22419
O 0.69036 3.55656 -0.93190
C -0.12417 2.46315 -0.45438
C -1.66101 3.02343 -0.48537
O -2.10275 2.89015 -1.86756
C -3.51067 3.00548 -1.96869
C -4.22176 2.55627 -3.33931
O -4.25423 3.46777 -1.06158
O -0.12824 1.54423 -1.58095
C 1.13836 1.41808 -2.17554
N 2.26856 1.44565 -2.57558
H -0.93665 4.28286 2.00404
H -0.94478 3.62850 3.82742
H -1.01727 1.14131 2.70431
H 2.57533 1.24546 0.54963
H 1.86608 0.77077 2.16655
H 2.14364 -1.11880 0.23556
H 0.50420 -0.59622 -0.38677
H -0.66874 -1.54698 1.42939
H 0.64496 -1.13091 2.73123
H 2.21734 -3.00132 1.63454
H 0.56704 -3.63171 2.28651
H -1.27814 -4.25475 0.78741
H -0.46253 -5.18703 -0.63167
H 0.18199 -5.46465 1.06142
H 3.17801 -5.94407 -0.10328
H 1.43912 -6.36781 -0.78614
H 2.75821 -5.69639 -1.86472
H -1.70741 4.11194 -0.10357
H -2.35062 2.34769 0.14777
H -5.33470 2.82250 -3.27806
H -3.73963 3.18268 -4.17819
H -4.11864 1.43841 -3.53746
*
```

Density functional theory data (the ωB97M-V functional and the def2-TZVPD basis) for a 2-piece molecular cluster, C16H22N3S2 overall in a non-equilibrium geometry.

Its frontier orbital gap is 5.70 eV.

The geometry in ORCA input format:
```
! RIJCOSX wB97M-V def2-TZVPD def2/J DEFGRID3
* xyz 1 1
C -2.70300 -2.89408 -2.82657
C -3.14039 -1.56008 -2.83094
C -3.00571 -0.77493 -1.68592
C -2.39774 -1.30368 -0.52881
C -2.09982 -0.45140 0.61661
S -1.60335 -1.14378 2.10566
C -2.54771 -0.02039 3.21259
C -2.69225 1.33571 2.53798
S -2.75598 1.12646 0.71750
C -2.06801 -2.67511 -0.49747
C -2.19232 -3.45590 -1.64708
H -2.76269 -3.49431 -3.73855
H -3.58009 -1.13420 -3.73454
H -3.36348 0.25474 -1.68380
H -3.52945 -0.46762 3.40746
H -1.98552 0.03767 4.14980
H -3.63939 1.82367 2.79833
H -1.86480 2.01128 2.79558
H -1.72095 -3.12527 0.43302
H -1.88753 -4.50398 -1.62770
C 1.46651 3.15982 0.65881
C 0.19253 2.48449 0.19511
N 0.21884 1.03805 0.25540
C 1.40848 0.50070 0.05713
N 2.58168 1.16853 -0.14076
C 2.65193 2.61683 -0.09710
C 3.84588 0.52010 -0.43845
C 3.65070 -0.88907 -0.93175
C 2.65744 -1.65569 -0.09361
N 1.46441 -0.86885 0.06217
H 1.40443 4.24098 0.49728
H 1.60237 2.98772 1.73264
H -0.66253 2.76091 0.82400
H -0.02616 2.83159 -0.83474
H 2.64820 3.00795 -1.12630
H 3.59477 2.91688 0.37198
H 4.36721 1.12284 -1.19270
H 4.47538 0.52220 0.46600
H 3.30929 -0.85968 -1.96951
H 4.61468 -1.39848 -0.91380
H 2.38627 -2.58860 -0.59390
H 3.09361 -1.90132 0.88540
H 0.59427 -1.30273 0.35354
*
```

Density functional theory data (the ωB97M-V functional and the def2-TZVPD basis) for C16H22N4O2S as an isolated structure.

The energy above the lowest of the compared OMol25 structures with the same formula, charge and spin comes out at 88.9 kJ/mol. Its frontier orbital gap is 9.61 eV.

The geometry in ORCA input format:
```
! RIJCOSX wB97M-V def2-TZVPD def2/J DEFGRID3
* xyz 0 1
C 2.77606 -4.01743 -1.40612
C 1.65926 -3.20163 -2.04105
C 0.34027 -3.19702 -1.23318
C -0.26521 -4.60438 -1.11396
C 0.58972 -2.65083 0.10837
N 0.75709 -2.19591 1.14970
C -0.66181 -2.31649 -2.00199
O -0.97200 -2.64760 -3.13752
N -1.15981 -1.23187 -1.38838
C -2.06859 -0.31655 -2.07422
C -1.32824 0.66692 -2.93906
C -1.48182 0.82941 -4.24729
C -2.42086 0.04486 -5.13367
N -1.83504 -1.22356 -5.55466
C -0.81187 -1.20909 -6.45796
O -0.68053 -0.35583 -7.31341
C 0.13137 -2.40747 -6.36432
C -0.55179 -3.70641 -6.67336
C -0.95564 -4.16863 -7.89309
C -1.57795 -5.44078 -7.78076
C -2.13561 -6.22561 -8.92897
N -1.64678 -5.92904 -6.56215
S -0.97725 -4.86989 -5.50267
H 3.68562 -3.92418 -1.99857
H 3.00033 -3.67008 -0.39619
H 2.52630 -5.07694 -1.35634
H 1.98404 -2.16614 -2.17296
H 1.40966 -3.58977 -3.02948
H -1.21776 -4.57220 -0.58563
H -0.43174 -4.99645 -2.11594
H 0.40572 -5.26581 -0.57018
H -0.84028 -1.00443 -0.46038
H -2.76929 -0.91363 -2.65445
H -2.63612 0.20518 -1.30241
H -0.59119 1.27187 -2.41879
H -0.85222 1.55484 -4.75099
H -3.36389 -0.16895 -4.63220
H -2.65025 0.62115 -6.02725
H -1.70201 -1.87444 -4.78795
H 0.93273 -2.23095 -7.07901
H 0.55748 -2.43504 -5.35883
H -0.81942 -3.63069 -8.82046
H -2.00004 -5.69241 -9.86834
H -1.64170 -7.19433 -9.00258
H -3.20006 -6.40755 -8.78214
*
```

Density functional theory data (the ωB97M-V functional and the def2-TZVPD basis) for a single C16H22O3 molecule.

The energy above the lowest of the compared OMol25 structures with the same formula, charge and spin comes out at 33.0 kJ/mol. Its frontier orbital gap is 9.34 eV.

The geometry in ORCA input format:
```
! RIJCOSX wB97M-V def2-TZVPD def2/J DEFGRID3
* xyz 0 1
C -0.00751 0.47806 6.18686
C -0.89997 0.93971 5.04106
C -1.53467 -0.21629 4.26607
C -0.53972 -1.16498 3.59541
C 0.33632 -0.47046 2.55508
C 1.20148 -1.46708 1.77291
C 0.45799 -2.25805 0.69809
C 0.86697 -1.57325 -0.61934
C -0.20593 -0.62295 -1.16856
O 0.11782 -0.34672 -2.50744
C -0.63409 0.56467 -3.19261
C -1.76075 1.20576 -2.69265
C -2.44783 2.10870 -3.48907
C -2.02777 2.37886 -4.77705
C -0.90443 1.73694 -5.27633
C -0.21164 0.83754 -4.49393
O 2.04937 -0.83989 -0.33478
C 2.25840 -0.70294 0.97939
O 3.15577 -0.05634 1.43377
H 0.87847 -0.02934 5.81465
H 0.31821 1.33226 6.77572
H -0.54831 -0.20270 6.84108
H -1.70690 1.55441 5.44746
H -0.32344 1.56956 4.36198
H -2.19568 0.19964 3.50104
H -2.15388 -0.79873 4.95281
H 0.09589 -1.62714 4.35154
H -1.10656 -1.96614 3.11412
H 1.00632 0.23517 3.04818
H -0.29436 0.09097 1.86143
H 1.71086 -2.11667 2.48878
H 0.77706 -3.29971 0.69112
H -0.62076 -2.23055 0.83705
H 1.11600 -2.28584 -1.41184
H -0.21586 0.29956 -0.57199
H -1.19114 -1.10816 -1.10567
H -2.11575 1.01329 -1.69197
H -3.32188 2.60213 -3.08981
H -2.56929 3.08375 -5.38904
H -0.56654 1.94074 -6.28138
H 0.66560 0.33033 -4.86265
*
```

Which value of frontier orbital gap does entry 5 give? 9.61 eV

Among the records above, which one has the highest frontier orbital gap? C16H22N2O7

What did the first record say?
Density functional theory data (the ωB97M-V functional and the def2-TZVPD basis) for a single C16H22N2O2 molecule in a non-equilibrium geometry.

The energy above the lowest of the compared OMol25 structures with the same formula, charge and spin comes out at 1313.8 kJ/mol. Its frontier orbital gap is 7.95 eV.

The geometry in ORCA input format:
```
! RIJCOSX wB97M-V def2-TZVPD def2/J DEFGRID3
* xyz 0 1
C 1.58035 -5.18294 0.21837
C 1.70305 -3.95501 -0.84987
O 2.28710 -4.06780 -1.94520
N 1.08117 -2.89188 -0.60910
C 0.42179 -2.62515 0.50838
C -1.23191 -2.55250 0.24833
C -1.37803 -1.41563 -1.08978
C -1.63043 -0.01170 -0.93331
O -2.25567 0.68972 -1.56425
N -0.38331 0.53780 0.15425
C -0.48010 1.79702 0.58291
C 0.57422 2.09038 1.44467
C 0.90665 3.15955 2.13664
C 2.06537 3.40739 2.97939
C 0.22152 4.31192 1.78807
C -0.92945 4.02713 0.81411
C -1.76504 5.38056 0.29802
C -1.05962 2.90241 0.11180
C -0.25174 -1.72212 -2.28683
C 0.99568 -1.86030 -1.60549
H 2.11605 -6.16601 -0.24533
H 1.97081 -4.84254 1.29144
H 0.44210 -5.76047 0.35461
H 0.23906 -3.61744 1.26001
H 0.57575 -1.86907 1.05328
H -1.75782 -2.02159 0.81719
H -1.64492 -3.38711 -0.32607
H -2.56384 -1.73830 -1.38531
H -0.03334 -0.17012 0.42842
H 1.13628 1.05726 1.89304
H 1.42967 3.47723 4.06430
H 2.50291 4.24836 2.74540
H 2.49565 2.42432 3.22076
H 0.33989 5.35886 1.76016
H -1.05285 6.24011 0.52593
H -2.75223 5.39534 0.80127
H -2.07327 5.07865 -0.65456
H -1.95493 2.73959 -0.43243
H -0.54721 -0.89378 -3.02021
H -0.51347 -2.58145 -2.83802
H 1.87674 -2.17395 -2.32828
H 1.43340 -0.98751 -1.09750
*
```

What is the formula in the third record? C16H22N2O7